ORCA calculation (wB97M-V/def2-TZVPD) on a single C12H18 molecule at a distorted geometry.

Structure (XYZ):
```
30
Properties=species:S:1:pos:R:3:mulliken_charge:R:1
C 2.1894 0.3099 -0.0698 1.0313
C 1.2370 -0.8134 0.3658 0.7798
C 3.1834 0.4670 -0.9907 -0.1230
C 4.2056 0.4463 -1.8077 -1.0100
C -1.0728 -1.6563 1.3591 -0.6091
C -1.1800 -0.1543 1.4927 -0.3129
C 0.0126 -0.7873 1.0584 0.4851
C 1.8777 1.5033 0.7912 -1.4259
C 1.8781 -2.1231 0.0159 -2.2374
C -1.7119 -0.2191 -1.6998 -1.1164
C -1.9734 0.7587 0.6134 -1.1523
C -1.4304 1.0238 -0.7911 -0.0632
H 5.1245 -0.0142 -1.3559 0.2282
H 4.1580 0.4880 -2.8584 0.3057
H -1.1447 -2.2341 2.3251 0.2256
H -1.4238 -1.9710 0.4327 0.3223
H -0.9850 0.2360 2.4775 0.4319
H 2.4301 1.3394 1.7578 0.3245
H 0.8482 1.7139 0.9772 0.2417
H 2.2252 2.4476 0.4035 0.3904
H 2.7697 -2.3672 0.6240 0.3162
H 2.2166 -1.9104 -0.9443 0.5127
H 1.1674 -2.8931 0.0993 0.3911
H -1.4223 -0.0595 -2.6760 0.4106
H -2.7746 -0.4871 -1.6065 0.3387
H -1.2668 -1.1661 -1.2543 0.0837
H -3.0098 0.4857 0.4255 0.4424
H -1.9853 1.6806 1.1128 0.4296
H -1.8231 1.9639 -1.0939 0.4458
H -0.3494 1.0319 -0.7024 -0.0866
```

Results
Energy relative to the best compared isomer or geometry (same formula, charge and spin) (kcal/mol): 111.6
Max |F| (eV/Å): 7.1
Calculated total energy (Ha): -467.846378
SMILES: C=C=C(C)/C(C)=C1/C[C@@H]1CCC
Charge: 0
HOMO (eV): -8.15

---

ORCA calculation (wB97M-V/def2-TZVPD) on C46H42MnNP2Si as an isolated structure.

Structure (XYZ):
```
93
Properties=species:S:1:pos:R:3:mulliken_charge:R:1
Mn -0.1895 0.4514 0.0401 0.5693
C -0.1793 -0.5251 5.1633 -1.3004
C -1.1270 -0.5903 2.7609 3.5338
C -2.3933 -0.8741 1.9781 -1.5631
C -3.0903 0.0120 1.2736 -1.6071
C -2.7336 1.4640 1.1253 0.3800
C -1.4123 1.7388 1.8013 -1.0617
C -0.6780 0.8285 2.4643 -2.7368
H 0.4954 -1.3682 5.0124 0.2087
H -0.4598 -0.5134 6.2165 0.5938
H 0.3700 0.3950 4.9579 0.2850
H -2.7581 -1.8900 2.0369 0.8906
H -3.9827 -0.3237 0.7577 0.4112
H -3.5086 2.0701 1.6112 0.7520
H -1.0560 2.7653 1.7667 0.4085
H 0.2306 1.1703 2.9463 0.4037
C -1.4962 -3.1062 -0.5745 -1.4659
Si -0.3085 -1.7303 -1.0617 1.4342
C -0.6388 -1.4545 -2.9072 0.1610
C -0.6605 -2.5475 -3.7754 -0.5733
C -0.8560 -2.4009 -5.1409 -0.9888
C -1.0524 -1.1402 -5.6794 -0.8001
C -1.0814 -0.0361 -4.8421 -1.1853
C -0.8921 -0.1915 -3.4689 -0.3131
P -0.9833 1.2589 -2.4130 3.0047
C -1.5676 2.6031 -3.4484 0.0980
C -0.7395 3.6445 -3.8512 -0.3847
C -1.2453 4.6644 -4.6480 -0.8257
C -2.5722 4.6388 -5.0450 -0.5296
C -3.4017 3.5913 -4.6575 -0.8757
C -2.9008 2.5764 -3.8629 -0.2183
C 0.7079 1.6530 -1.9033 -0.9805
C 0.8791 2.6653 -0.9444 0.8183
C 2.1442 2.9366 -0.4305 -1.0509
C 3.2374 2.1898 -0.8418 -0.3044
C 3.0716 1.1706 -1.7738 -0.9422
C 1.8222 0.9063 -2.3095 -0.4123
C 1.4409 -2.4404 -0.8456 0.6499
C 2.0819 -3.3227 -1.7137 -0.6852
C 3.3521 -3.8132 -1.4426 -0.8799
C 4.0087 -3.4400 -0.2805 -0.8354
C 3.3933 -2.5728 0.6108 -1.2493
C 2.1232 -2.0794 0.3300 0.3414
P 1.2641 -0.8217 1.3299 1.6240
C 2.4539 -0.2201 2.5679 0.6713
C 2.8688 1.1065 2.5780 -0.2801
C 3.7506 1.5641 3.5475 -0.7521
C 4.2251 0.6944 4.5174 -0.7907
C 3.8100 -0.6315 4.5231 -0.8368
C 2.9252 -1.0831 3.5579 -0.4921
C -0.0303 -1.5838 2.3547 -0.2670
C -0.0316 -2.9112 2.6377 -0.3204
C -0.9347 -3.6483 3.4440 -0.8540
C -1.9307 -3.1779 4.3308 -0.5082
C -2.1846 -1.8973 4.7030 -0.8523
C -1.4300 -0.6671 4.2918 -0.0036
H -2.2504 -3.2383 -1.3517 0.5556
H -2.0150 -2.9306 0.3618 0.3217
H -0.9436 -4.0419 -0.4741 0.4050
H -0.5317 -3.5489 -3.3809 0.5433
H -0.8569 -3.2719 -5.7828 0.4477
H -1.2019 -1.0144 -6.7429 0.4549
H -1.2607 0.9409 -5.2680 0.3864
H 0.3002 3.6682 -3.5504 0.4138
H -0.6013 5.4759 -4.9571 0.4349
H -2.9657 5.4340 -5.6634 0.4137
H -4.4353 3.5701 -4.9738 0.4379
H -3.5502 1.7609 -3.5644 0.5342
H 0.0354 3.2794 -0.6426 0.3771
H 2.2671 3.7395 0.2851 0.4758
H 4.2185 2.3969 -0.4367 0.4104
H 3.9199 0.5775 -2.0875 0.4703
H 1.7059 0.1080 -3.0314 0.4697
H 1.6001 -3.6242 -2.6353 0.3345
H 3.8332 -4.4820 -2.1441 0.4576
H 5.0015 -3.8148 -0.0707 0.4208
H 3.9222 -2.2682 1.5020 0.4888
H 2.4949 1.7926 1.8272 0.3937
H 4.0633 2.5999 3.5462 0.4698
H 4.9102 1.0495 5.2753 0.4195
H 4.1673 -1.3096 5.2862 0.4702
H 2.5849 -2.1116 3.5921 0.5115
H 0.7438 -3.5157 2.1733 0.4320
H -0.8205 -4.7240 3.3963 0.4534
H -2.5383 -3.9465 4.7936 0.3993
H -2.9745 -1.7461 5.4291 0.4399
H -2.0834 0.1895 4.4892 0.6454
C -3.0183 3.2868 -0.7199 -1.3170
C -2.6140 1.9220 -0.3025 0.1090
N -1.8473 1.0216 -1.0839 -0.2286
H -3.8161 3.3024 -1.4692 0.2623
H -2.2023 3.8830 -1.1483 0.2531
H -3.3906 3.8332 0.1491 0.5199
```

Results
<S²>: 8.9575
Max |F| (eV/Å): 0.9
Calculated total energy (Ha): -3955.759042
Spin multiplicity: 6
Charge: +1
HOMO (alpha / beta) (eV): -8.59 / -9.44

---

ORCA calculation (wB97M-V/def2-TZVPD) on a 2-piece molecular cluster, C11H9OS overall at a distorted geometry.

Structure (XYZ):
```
22
Properties=species:S:1:pos:R:3:mulliken_charge:R:1
C 3.6051 -0.9874 -0.1663 -0.4922
C 2.7774 -0.4507 -1.1335 -0.4452
C 3.4633 -0.5669 1.1413 -0.2988
C 1.7616 0.5005 -0.8362 -0.6495
C 2.5118 0.3476 1.5429 -0.6200
C 1.7176 0.8970 0.5048 0.7662
C -3.9120 0.6622 -0.6729 -0.1153
C -2.7751 1.3706 -0.2695 -0.3681
C -3.9824 -0.6918 -0.4282 -0.4301
C -2.9128 -1.2488 0.2534 -0.0026
C -1.7362 0.7037 0.2865 0.1920
O -1.8141 -0.5998 0.4881 -0.2086
S 0.4854 1.9736 0.9665 0.0316
H 4.2349 -1.7426 -0.4894 0.4675
H 3.0975 -0.7663 -2.1279 0.3231
H 4.2140 -0.8763 1.8895 0.3160
H 1.2555 1.1113 -1.4899 0.5521
H 2.4968 0.5334 2.5310 0.5048
H -4.6751 1.1911 -1.3046 0.3765
H -2.4762 2.4184 -0.4845 0.3390
H -4.6909 -1.4675 -0.7211 0.3738
H -2.6462 -2.3114 0.5202 0.3877
```

Results
<S²>: 2.0283
Max |F| (eV/Å): 4.6
Calculated total energy (Ha): -897.540164
Spin multiplicity: 3
Charge: +1
HOMO (alpha / beta) (eV): -11.67 / -12.53

---

ORCA calculation (wB97M-V/def2-TZVPD) on a 3-piece molecular cluster, C5H13NO4 overall at a distorted geometry.

Structure (XYZ):
```
23
Properties=species:S:1:pos:R:3:mulliken_charge:R:1
C -1.7485 1.0249 0.1141 -1.0588
C -1.5933 -0.4586 -0.0448 0.5633
N -0.3245 -1.0272 -0.0902 -0.1018
C 2.0927 -1.2607 -0.6166 -1.2553
C 0.9000 -0.3160 -0.4450 0.6177
C 0.8315 0.6716 -1.5892 -0.2686
O 1.6179 1.5684 -1.6938 -0.5009
O -2.5267 -1.2258 -0.2066 -0.6212
H -2.2539 1.3539 -0.7639 0.2703
H -0.8269 1.5610 0.3712 0.3609
H -2.4383 1.1937 0.9436 0.3226
H -0.2744 -1.9937 -0.3493 0.2404
H 2.8125 -1.1614 0.1842 0.2854
H 1.7249 -2.2808 -0.4864 0.3784
H 2.5966 -1.2915 -1.5794 0.3293
H 1.0880 0.3461 0.4059 0.0108
H 0.0530 0.5956 -2.3682 0.4280
H 0.9694 3.3045 -0.3310 0.3181
H 1.3710 2.4884 0.8991 0.3197
O 0.6505 3.0107 0.5296 -0.6443
H -0.9103 -1.7103 2.1344 0.3323
H -2.2993 -2.2701 2.2228 0.3403
O -1.5119 -2.1226 2.7594 -0.6665
```

Results
Energy relative to the best compared isomer or geometry (same formula, charge and spin) (kcal/mol): 11.6
Max |F| (eV/Å): 1.6
Calculated total energy (Ha): -554.018553
SMILES: CC(=O)N[C@@H](C)C=O.O.O
Charge: 0
HOMO (eV): -9.96

---

ORCA calculation (wB97M-V/def2-TZVPD) on C5H6O2 as an isolated structure.

Structure (XYZ):
```
13
Properties=species:S:1:pos:R:3:mulliken_charge:R:1
O 2.0621 0.5208 -1.4325 -0.5126
C 1.8800 0.1379 -0.0905 -0.4657
C 0.4825 -0.2390 0.2328 0.2745
C -0.4487 -0.6329 0.9724 0.0588
C -1.8246 -0.7591 1.0019 -0.7500
C -1.1466 0.2596 -0.4704 0.2037
O -1.4012 1.4434 -0.4869 -0.6163
H 1.5917 1.3538 -1.5694 0.3335
H 2.1989 0.9250 0.6077 0.2443
H 2.5270 -0.7285 0.0765 0.2763
H -2.4070 -0.0444 1.5758 0.2894
H -2.2675 -1.7388 0.8326 0.2925
H -1.2466 -0.4979 -1.2499 0.3717
```

Results
Energy relative to the best compared isomer or geometry (same formula, charge and spin) (kcal/mol): 110.8
Max |F| (eV/Å): 0.6
Calculated total energy (Ha): -344.425367
Charge: 0
HOMO (eV): -8.68

---

Q: Among the records above, which one has the lowest calculated total energy?
A: C46H42MnNP2Si

---

Q: max |F| of number 2 (C46H42MnNP2Si)?
A: 0.9 eV/Å